29
Properties=species:S:1:pos:R:3:lowdin_charge:R:1 method="wB97M-V/def2-TZVPD" orbital_gap_ha=0.2213 lumo_energy_ha=0.0966 charge=-1
C 2.66447 -0.76366 -0.30457 -0.2024
C 1.97888 -1.09040 1.01710 -0.1233
C 1.67859 0.43742 1.19148 -0.4537
O 1.21451 1.13429 2.03884 0.0552
C 2.35272 0.73278 -0.17705 -0.1130
H 3.73649 -0.96195 -0.27589 0.0905
H 2.21005 -1.23040 -1.17388 0.0955
H 1.07651 -1.70425 0.93846 0.0787
H 2.64671 -1.46392 1.79768 0.1026
H 3.23483 1.37559 -0.06453 0.1055
H 1.62418 1.14834 -0.88822 0.0950
N -5.64692 2.50352 -6.02531 0.1254
C -4.97898 2.43874 -5.06343 -0.1886
C -4.16641 2.28699 -3.88936 -0.2546
C -2.77273 2.40173 -3.95434 -0.0336
C -1.99166 2.30821 -2.79667 -0.0475
C -2.59659 2.05422 -1.56453 -0.2523
S -1.60325 1.92709 -0.05929 0.5538
C -0.89910 0.30777 0.11103 -0.8127
Cl -1.34681 -0.45306 1.57989 0.5364
O -0.51850 2.87640 -0.13842 -0.3474
O -2.64889 2.11086 0.92478 -0.4106
C -3.99369 1.96307 -1.49022 -0.0390
C -4.76675 2.06014 -2.64667 -0.0329
H -2.30631 2.59796 -4.92422 0.1154
H -0.90622 2.42792 -2.84492 0.1161
H -1.14887 -0.27574 -0.79754 0.0083
H -4.50217 1.80953 -0.53627 0.1152
H -5.85720 1.98509 -2.58245 0.1180